A 8-piece molecular cluster, C28H74O23P4 overall in a non-equilibrium geometry. Source: the OMol25 dataset; level of theory: the ωB97M-V functional and the def2-TZVPD basis.

Atoms and positions in Å:
C 15.25 19.73 4.31
O 14.80 18.36 3.97
P 15.85 17.18 3.54
O 17.17 17.30 4.19
O 15.05 15.82 3.99
C 13.75 15.65 3.54
O 15.77 17.12 1.95
C 16.77 17.74 1.21
H 16.28 19.63 4.65
H 14.67 20.06 5.17
H 15.21 20.46 3.50
H 13.10 15.78 4.40
H 13.70 14.63 3.16
H 13.45 16.32 2.73
H 17.42 18.43 1.74
H 16.34 18.37 0.43
H 17.30 16.95 0.69
C 12.89 16.09 -6.12
O 12.97 15.17 -5.08
P 14.13 15.26 -3.87
O 15.54 15.45 -4.35
O 13.77 13.99 -2.99
C 13.74 12.67 -3.49
O 13.51 16.41 -2.90
C 14.46 17.26 -2.35
H 13.15 15.54 -7.03
H 13.55 16.95 -6.01
H 11.87 16.42 -6.27
H 14.34 11.96 -2.92
H 14.15 12.47 -4.47
H 12.72 12.29 -3.54
H 15.53 17.12 -2.48
H 14.25 17.20 -1.28
H 14.27 18.27 -2.70
C 23.72 12.62 2.86
O 23.09 13.69 2.07
P 21.64 14.25 2.56
O 21.73 15.07 3.80
O 20.64 12.95 2.58
C 20.38 12.20 1.37
O 21.12 15.17 1.30
C 19.81 15.66 1.20
H 24.78 12.80 3.06
H 23.60 11.67 2.34
H 23.29 12.40 3.84
H 19.32 12.19 1.12
H 20.75 11.18 1.52
H 20.97 12.56 0.52
H 19.13 15.47 2.03
H 19.46 15.07 0.35
H 19.69 16.69 0.88
C 14.86 11.86 4.99
O 15.35 12.21 6.29
P 16.87 12.72 6.55
O 17.93 11.70 6.56
O 17.02 13.85 5.42
C 18.06 13.87 4.46
O 16.79 13.55 7.96
C 16.40 12.93 9.18
H 14.46 10.85 5.10
H 15.62 11.78 4.21
H 14.02 12.47 4.68
H 18.35 12.87 4.16
H 18.95 14.36 4.86
H 17.84 14.37 3.52
H 16.13 11.89 9.03
H 15.63 13.48 9.72
H 17.24 12.93 9.88
C 17.04 13.20 -1.41
C 16.09 12.54 -0.45
C 16.35 13.35 0.84
O 16.92 14.57 0.39
C 16.95 14.63 -1.07
H 16.93 13.08 -2.49
H 18.05 12.92 -1.11
H 16.29 11.47 -0.38
H 15.07 12.73 -0.78
H 17.09 12.84 1.45
H 15.47 13.50 1.47
H 17.79 15.22 -1.43
H 16.03 15.14 -1.37
C 18.23 11.44 -5.22
O 19.14 10.33 -5.13
C 19.30 9.60 -6.31
C 20.18 10.17 -7.37
O 21.49 10.12 -6.98
C 21.88 11.28 -6.26
H 18.00 11.91 -4.26
H 17.26 11.14 -5.61
H 18.55 12.29 -5.83
H 18.33 9.34 -6.72
H 19.75 8.66 -6.00
H 19.87 11.19 -7.60
H 20.07 9.50 -8.23
H 21.10 11.80 -5.71
H 22.29 12.07 -6.89
H 22.62 11.03 -5.50
C 14.64 21.92 -3.94
O 14.44 21.75 -2.56
C 15.53 21.93 -1.68
C 16.78 21.16 -1.99
O 16.68 19.76 -2.04
C 17.92 19.06 -2.06
H 15.05 20.93 -4.14
H 15.42 22.64 -4.20
H 13.76 22.17 -4.52
H 15.07 21.73 -0.71
H 15.80 22.97 -1.55
H 17.38 21.33 -1.09
H 17.29 21.54 -2.87
H 18.45 19.29 -1.13
H 18.49 19.24 -2.96
H 17.69 17.99 -2.11
C 24.03 11.59 -1.12
O 22.74 11.16 -1.46
C 22.03 12.10 -2.25
C 20.74 11.43 -2.63
O 20.02 11.04 -1.43
C 18.92 10.19 -1.73
H 24.42 10.99 -0.30
H 24.00 12.62 -0.76
H 24.66 11.44 -2.00
H 22.68 12.35 -3.09
H 21.83 13.03 -1.71
H 21.02 10.55 -3.20
H 20.14 12.03 -3.31
H 18.33 10.23 -0.82
H 19.14 9.15 -1.94
H 18.33 10.62 -2.55

* orbital gap: 9.97 eV
* net charge: 0
* ΔE to the lowest compared entry with this formula, charge and spin: 40.1 kJ/mol
* SMILES string: COP(=O)(OC)OC.COP(=O)(OC)OC.COP(=O)(OC)OC.COP(=O)(OC)OC.C1CCOC1.COCCOC.COCCOC.COCCOC

A 8-piece molecular cluster, C28H75N3O16 overall in a non-equilibrium geometry. Source: the OMol25 dataset; level of theory: the ωB97M-V functional and the def2-TZVPD basis.

Atoms and positions in Å:
C -0.59 -0.21 3.64
O -0.97 -1.51 3.73
C -1.85 -2.08 2.64
C -1.50 -1.74 1.21
N -0.08 -2.00 0.92
C 0.39 -1.57 -0.49
C 0.33 0.04 -0.63
O 1.41 0.65 0.20
C 2.70 0.63 -0.38
H -1.37 0.55 3.67
H 0.00 -0.10 2.73
H 0.12 -0.08 4.45
H -2.91 -2.01 2.86
H -1.68 -3.16 2.69
H -1.88 -0.74 1.01
H -2.09 -2.39 0.56
H 0.49 -1.50 1.59
H -0.12 -2.07 -1.31
H 1.40 -1.97 -0.53
H -0.58 0.55 -0.32
H 0.58 0.27 -1.66
H 3.48 0.61 0.39
H 2.86 1.48 -1.04
H 2.88 -0.33 -0.86
C 1.84 5.49 -10.06
O 0.49 5.37 -9.68
C 0.17 5.73 -8.33
C 0.30 4.46 -7.32
N -0.87 3.53 -7.49
C -2.21 3.95 -6.88
C -3.43 3.69 -7.77
O -3.85 2.34 -7.73
C -4.49 1.94 -6.56
H 2.33 6.45 -9.88
H 1.97 5.24 -11.11
H 2.44 4.71 -9.60
H -0.84 6.11 -8.49
H 0.94 6.46 -8.08
H 0.28 4.69 -6.26
H 1.21 3.90 -7.59
H -0.99 3.10 -8.40
H -2.28 4.96 -6.47
H -2.29 3.31 -6.01
H -3.22 3.95 -8.80
H -4.31 4.27 -7.50
H -4.79 0.92 -6.79
H -5.32 2.49 -6.11
H -3.76 1.80 -5.76
C -6.16 1.89 0.30
O -5.21 2.77 0.83
C -5.76 4.00 1.39
C -4.70 4.84 2.09
N -3.59 5.09 1.21
C -2.60 5.99 1.94
C -1.47 6.16 0.80
O -0.51 7.24 1.12
C 0.28 7.07 2.35
H -6.94 1.68 1.04
H -5.81 0.88 0.08
H -6.58 2.24 -0.64
H -6.53 3.75 2.12
H -6.21 4.50 0.53
H -4.42 4.26 2.97
H -5.10 5.80 2.42
H -3.33 4.22 0.78
H -2.35 5.50 2.88
H -2.95 7.02 2.09
H -1.87 6.43 -0.17
H -0.98 5.19 0.70
H -0.24 6.59 3.18
H 0.62 8.01 2.80
H 1.24 6.57 2.22
O -3.44 -1.11 9.61
C -4.88 -0.73 9.27
C -5.75 -1.89 9.07
O -6.97 -1.56 8.53
H -3.00 -1.24 8.77
H -5.31 0.04 9.91
H -4.86 -0.20 8.32
H -5.84 -2.35 10.05
H -5.25 -2.53 8.34
H -7.30 -2.41 8.21
O 6.57 2.93 5.37
C 5.80 2.37 4.36
C 4.78 1.31 4.61
O 5.35 0.15 5.13
H 6.84 2.14 5.85
H 5.39 3.21 3.80
H 6.53 1.95 3.66
H 4.32 1.04 3.66
H 3.95 1.56 5.29
H 4.71 -0.57 5.17
O 6.34 -4.14 2.97
C 5.32 -5.09 2.74
C 4.57 -5.40 4.00
O 3.50 -4.50 4.41
H 5.98 -3.28 3.21
H 4.71 -4.73 1.92
H 5.66 -6.05 2.37
H 5.27 -5.53 4.82
H 4.04 -6.34 3.85
H 2.75 -4.63 3.83
O -0.44 -7.64 1.21
C -1.03 -8.16 0.04
C -0.04 -9.07 -0.80
O 1.02 -9.67 -0.01
H -0.14 -6.77 0.95
H -2.00 -8.65 0.14
H -1.17 -7.30 -0.62
H 0.47 -8.57 -1.62
H -0.58 -9.84 -1.34
H 0.65 -9.74 0.88
O 5.17 -5.79 -3.35
C 6.29 -5.51 -4.10
C 7.02 -6.85 -4.24
O 6.39 -7.73 -5.04
H 4.83 -6.67 -3.54
H 6.09 -5.08 -5.09
H 6.97 -4.83 -3.58
H 7.31 -7.27 -3.28
H 8.00 -6.62 -4.67
H 6.24 -8.50 -4.48

* orbital gap: 8.31 eV
* net charge: 0
* ΔE to the lowest compared entry with this formula, charge and spin: 516.4 kJ/mol
* SMILES string: COCCNCCOC.COCCNCCOC.COCCNCCOC.OCCO.OCCO.OCCO.OCCO.OCCO

A 8-piece molecular cluster, C28H75N4O12 overall in a non-equilibrium geometry. Source: the OMol25 dataset; level of theory: the ωB97M-V functional and the def2-TZVPD basis.

Atoms and positions in Å:
C 0.16 0.55 0.52
O 1.36 0.16 1.09
H 0.30 1.38 -0.20
H -0.35 0.93 1.15
H -0.27 -0.18 -0.11
C 1.24 3.89 -1.98
O 1.46 2.87 -2.95
H 1.56 4.91 -2.18
H 1.82 3.73 -1.13
H 0.23 4.03 -1.79
H 1.62 2.04 -2.45
C 4.34 -1.53 1.97
O 3.16 -1.77 1.13
H 4.31 -0.34 2.11
H 5.24 -2.04 1.50
H 4.19 -1.85 2.87
H 2.33 -1.14 1.33
C 0.70 2.79 3.12
O 1.80 2.52 2.41
H 0.24 1.87 3.62
H -0.08 3.30 2.38
H 0.89 3.45 3.78
H 1.37 1.74 1.83
C 3.29 -0.36 6.44
O 2.25 -1.10 5.95
C 1.50 -0.46 4.79
C 0.77 -1.56 4.02
N -0.24 -1.05 3.15
C -0.96 -2.01 2.36
C -0.15 -2.82 1.35
O -1.15 -3.74 0.69
C -0.49 -4.41 -0.34
H 3.57 -0.94 7.22
H 3.04 0.49 6.73
H 4.01 -0.17 5.62
H 2.31 0.03 4.34
H 0.83 0.20 5.56
H 0.16 -2.17 4.65
H 1.39 -2.37 3.55
H 0.23 -0.51 2.42
H -2.00 -1.47 2.01
H -1.28 -2.91 3.15
H 0.68 -3.26 1.74
H 0.11 -2.11 0.62
H -1.15 -5.03 -1.03
H 0.08 -5.04 -0.02
H 0.03 -3.75 -1.08
C -2.00 -0.38 8.44
O -2.14 0.61 7.37
C -2.22 0.07 6.15
C -2.67 1.17 5.18
N -2.99 0.66 3.79
C -3.21 1.81 2.89
C -3.55 1.19 1.47
O -3.87 2.19 0.59
C -2.79 2.69 -0.24
H -1.89 0.10 9.38
H -1.20 -0.95 8.14
H -3.05 -0.83 8.41
H -3.03 -0.71 6.09
H -1.33 -0.36 5.71
H -1.64 1.75 5.28
H -3.56 1.56 5.62
H -2.35 0.00 3.53
H -2.28 2.29 2.72
H -3.96 2.51 3.10
H -4.51 0.50 1.75
H -2.72 0.53 1.30
H -2.44 1.98 -0.84
H -2.01 3.18 0.36
H -3.03 3.48 -1.08
C 0.43 -3.01 -3.94
O 1.57 -2.55 -3.32
C 1.42 -1.27 -2.82
C 2.70 -0.76 -2.14
N 2.59 0.59 -1.56
C 4.00 0.92 -1.15
C 4.14 2.21 -0.64
O 5.48 2.53 -0.35
C 5.80 3.85 -0.10
H -0.25 -3.40 -3.33
H 0.89 -3.81 -4.57
H -0.03 -2.40 -4.70
H 0.76 -1.08 -2.18
H 1.45 -0.43 -3.62
H 3.52 -0.65 -2.96
H 2.92 -1.67 -1.47
H 2.08 0.62 -0.66
H 4.77 0.81 -1.76
H 4.26 0.24 -0.33
H 3.62 2.43 0.27
H 3.82 2.81 -1.33
H 5.00 4.42 0.20
H 5.99 4.09 -1.22
H 6.64 3.86 0.34
C -1.39 1.20 -1.90
O -1.68 -0.04 -2.57
C -1.81 0.26 -3.99
C -2.25 -1.05 -4.69
N -2.30 -0.76 -6.08
C -2.95 -1.88 -6.67
C -3.21 -1.52 -8.25
O -4.20 -2.36 -8.80
C -4.61 -1.95 -10.07
H -2.27 1.77 -2.09
H -0.34 1.43 -2.33
H -1.06 1.14 -0.96
H -0.69 0.39 -4.33
H -2.35 1.32 -4.17
H -3.28 -0.96 -4.04
H -1.66 -1.79 -4.42
H -1.45 -0.87 -6.51
H -3.83 -2.23 -6.27
H -2.22 -2.78 -6.80
H -2.15 -1.59 -8.84
H -3.59 -0.32 -8.37
H -4.72 -0.79 -10.44
H -5.68 -2.47 -10.52
H -3.87 -2.40 -10.63

* orbital gap: 8.00 eV
* net charge: -1
* ΔE to the lowest compared entry with this formula, charge and spin: 1794.5 kJ/mol

A 6-piece molecular cluster, C28H76FN9O6 overall in a non-equilibrium geometry. Source: the OMol25 dataset; level of theory: the ωB97M-V functional and the def2-TZVPD basis.

Atoms and positions in Å:
C 5.78 1.75 0.51
O 5.80 2.33 -0.77
C 6.23 1.45 -1.78
C 5.16 0.42 -2.19
C 4.14 1.08 -3.14
C 2.71 0.91 -2.67
C 1.71 1.36 -3.67
F 2.56 1.67 -1.50
N 5.86 -0.72 -2.78
C 5.20 -2.01 -2.65
C 5.13 -2.58 -1.23
N 3.88 -2.19 -0.51
N 5.13 -4.04 -1.40
N 6.30 -2.23 -0.43
H 4.76 1.60 0.85
H 6.29 0.79 0.55
H 6.28 2.41 1.21
H 7.12 0.89 -1.49
H 6.51 2.02 -2.66
H 4.62 0.14 -1.30
H 4.21 0.70 -4.15
H 4.31 2.15 -3.15
H 2.55 -0.13 -2.40
H 0.69 1.15 -3.37
H 1.78 2.42 -3.88
H 1.87 0.84 -4.61
H 6.00 -0.52 -3.77
H 5.78 -2.72 -3.23
H 4.19 -2.02 -3.09
H 4.04 -1.38 0.09
H 3.19 -1.92 -1.20
H 4.32 -4.28 -1.97
H 4.91 -4.43 -0.49
H 6.69 -3.10 -0.08
H 6.04 -1.70 0.38
C -0.98 -2.85 -5.22
O -0.17 -1.70 -5.42
C 0.65 -1.73 -6.57
C -0.05 -1.32 -7.87
C -0.97 -2.39 -8.44
N -0.81 -0.07 -7.72
H -0.48 -3.76 -5.56
H -1.94 -2.74 -5.73
H -1.18 -2.94 -4.15
H 1.45 -1.00 -6.37
H 1.14 -2.71 -6.67
H 0.74 -1.14 -8.60
H -1.91 -2.46 -7.90
H -1.21 -2.16 -9.48
H -0.49 -3.38 -8.42
H -0.18 0.68 -7.45
H -1.43 -0.18 -6.92
C -4.16 3.63 -0.13
O -2.85 4.07 -0.44
C -1.81 3.18 -0.10
C -1.55 2.06 -1.12
C -2.58 0.94 -1.10
N -1.44 2.57 -2.49
H -4.17 3.03 0.79
H -4.58 3.04 -0.95
H -4.78 4.51 0.01
H -0.91 3.79 -0.04
H -1.98 2.76 0.90
H -0.58 1.62 -0.86
H -3.51 1.22 -1.59
H -2.19 0.07 -1.63
H -2.81 0.64 -0.08
H -0.67 3.23 -2.54
H -2.26 3.14 -2.69
C -2.02 3.43 5.30
O -0.73 3.55 4.71
C -0.70 3.54 3.30
C -1.03 4.88 2.63
C -2.51 5.23 2.64
N -0.27 6.00 3.22
H -2.67 2.79 4.70
H -2.48 4.41 5.44
H -1.90 2.97 6.28
H 0.32 3.27 3.03
H -1.35 2.74 2.91
H -0.72 4.79 1.58
H -2.84 5.59 3.61
H -2.71 6.03 1.92
H -3.12 4.37 2.36
H 0.72 5.82 3.10
H -0.42 5.97 4.22
C -5.10 -2.21 1.73
O -3.81 -1.71 1.45
C -2.74 -2.56 1.83
C -2.42 -3.69 0.84
C -3.40 -4.85 0.89
N -2.32 -3.21 -0.54
H -5.11 -2.79 2.66
H -5.49 -2.81 0.91
H -5.76 -1.35 1.86
H -1.86 -1.90 1.88
H -2.90 -2.95 2.84
H -1.43 -4.08 1.12
H -4.34 -4.62 0.39
H -2.98 -5.72 0.39
H -3.62 -5.14 1.92
H -1.58 -2.51 -0.61
H -3.17 -2.69 -0.75
C -1.54 -3.13 7.76
O -1.03 -1.85 8.10
C -0.55 -1.08 7.02
C -1.63 -0.31 6.25
C -2.46 -1.17 5.31
N -2.54 0.43 7.14
H -0.99 -3.57 6.92
H -2.61 -3.08 7.51
H -1.43 -3.77 8.63
H 0.12 -0.34 7.48
H 0.05 -1.70 6.35
H -1.11 0.43 5.63
H -3.21 -1.76 5.83
H -3.00 -0.53 4.60
H -1.83 -1.84 4.73
H -1.99 1.11 7.66
H -2.88 -0.21 7.85

* orbital gap: 9.03 eV
* net charge: 0
* SMILES string: COC[C@@H](C[C@H](C)F)NCC(N)(N)N.COC[C@@H](C)N.COC[C@@H](C)N.COC[C@@H](C)N.COC[C@@H](C)N.COC[C@@H](C)N